(1)
90
Properties=species:S:1:pos:R:3 method="wB97M-V/def2-TZVPD" homo_ev=-8.56 smiles="N=[PH2]C1([PH2]=N)COC(=O)O1.CCCC#N.CCCC#N.CCCC#N.CCCC#N.CCCC#N.CCCC#N" energy_ha=-2405.08943 spin_multiplicity=1 orbital_gap_ev=8.9
H 4.30 -6.81 -8.85
H -0.27 7.66 7.48
C -5.04 5.42 2.05
H -2.62 -2.72 -7.47
H -1.65 -1.80 -0.08
C -1.37 -5.09 6.52
H 0.19 0.63 -0.88
O -0.37 -0.85 2.62
C -0.20 -5.89 6.13
H 4.01 -4.24 -4.52
H 5.62 -8.62 -7.82
C -1.18 8.27 7.41
H -1.20 -3.57 -5.60
H 2.62 -2.35 -5.26
H -2.69 7.72 2.88
N 0.97 -1.53 -2.25
H 5.81 -6.16 -8.20
C 5.88 -7.73 -5.88
H 0.89 -4.03 -6.84
C -3.31 9.66 5.84
H 2.90 -3.80 -3.24
C -4.49 6.77 2.21
H -1.46 8.57 8.42
C 5.09 -7.93 -7.17
H -2.42 6.16 2.13
H -0.20 -2.13 -5.68
H -1.96 11.24 5.77
H 3.94 -0.78 -2.98
H 2.92 -0.10 -4.25
H -2.42 -3.31 5.92
C -1.52 -3.86 5.62
H -2.60 -1.60 -6.11
O 0.81 0.85 3.31
H 6.86 -7.28 -6.08
C 3.11 -0.99 -3.66
N -0.93 -1.64 -0.78
P 0.09 -0.58 -0.15
C -3.05 6.05 4.18
H -0.66 9.13 5.52
O -0.89 0.12 4.65
C 3.45 -2.17 -4.58
H 4.32 -1.90 -5.19
H 0.54 -2.74 -7.99
H -2.26 -5.72 6.45
N -2.81 1.50 2.43
P -2.25 0.62 1.26
C -0.95 9.48 6.51
C -0.49 0.03 1.51
H -2.03 6.06 4.59
C -0.24 0.05 3.68
H -0.15 -2.58 6.71
H -0.49 -2.05 5.06
C -3.08 6.71 2.81
H 4.60 -3.32 -3.13
H -3.69 6.59 4.88
H -2.98 -0.58 1.13
C -1.98 -2.04 -6.89
N -1.13 -0.13 -8.46
C 4.10 -5.67 -7.12
H -2.25 1.26 -0.01
H -1.25 -4.79 7.56
H -2.46 10.76 7.39
N 0.71 -6.51 5.82
C -1.51 -0.97 -7.77
H -0.11 10.06 6.90
C 4.86 -6.62 -7.93
H 1.42 -1.02 0.03
H 1.48 0.88 1.43
H 0.59 -3.41 5.33
C -0.32 -2.92 5.69
N 3.50 -4.92 -6.48
H 0.30 2.17 1.70
H -1.97 7.62 7.02
C 3.76 -3.46 -3.82
N -4.20 9.09 5.39
H 6.05 -8.69 -5.38
C 1.92 -1.29 -2.86
C 0.08 -3.48 -7.33
H -3.06 2.40 2.02
H -5.15 7.34 2.87
C 0.54 1.14 1.93
C -2.17 10.39 6.41
N -5.47 4.36 1.92
H -0.49 -4.18 -7.94
H 4.13 -8.39 -6.93
H 5.35 -7.09 -5.18
H -4.47 7.26 1.24
C -0.81 -2.81 -6.28
H -1.67 -4.18 4.58
H -3.37 5.01 4.14

=====

(2)
23
Properties=species:S:1:pos:R:3 method="wB97M-V/def2-TZVPD" e_above_lowest_kcal_mol=88.8 homo_ev=-8.49 smiles=CC(C)(C)Nc1ccco1 energy_ha=-442.48778 spin_multiplicity=1 orbital_gap_ev=9.4
H 1.92 -1.94 0.86
H -0.28 -2.79 -0.57
H -2.62 0.24 0.32
H -1.43 -1.46 -0.94
H 2.69 -0.67 -0.11
C -0.48 -1.67 -0.42
H 1.03 -0.70 -2.98
H 2.48 -1.14 -2.12
N 0.27 0.50 -0.91
H 0.96 1.28 -0.92
C -2.28 2.10 1.73
O -0.18 2.29 1.01
C -0.72 1.23 0.41
C 0.71 -0.82 -0.67
H -3.05 2.18 2.52
C 1.36 -1.19 -2.02
C -2.02 1.01 0.82
H -0.88 -1.57 0.57
H 1.12 -2.20 -2.44
H -0.86 3.76 2.20
H 1.60 -0.33 1.47
C -1.13 2.86 1.78
C 1.78 -0.95 0.42

=====

(3)
10
Properties=species:S:1:pos:R:3 method="wB97M-V/def2-TZVPD" e_above_lowest_kcal_mol=77.8 homo_ev=-9.35 smiles="N=C=N.C#CO" energy_ha=-301.36331 spin_multiplicity=1 orbital_gap_ev=10.0
H -0.09 2.53 -0.08
H 1.67 0.64 0.35
H -2.26 -0.48 0.01
O 2.17 -0.19 0.14
C 1.28 -1.06 -0.27
N -1.99 0.25 0.66
C -1.01 0.93 0.43
H -0.26 -2.57 -0.97
N 0.01 1.62 0.36
C 0.46 -1.85 -0.64

=====

(4)
140
Properties=species:S:1:pos:R:3 method="wB97M-V/def2-TZVPD" homo_ev=-8.13 smiles="CCOP(=O)(CCC[C@@](COc1cc(C)ccc1C(C)C)(C[C@H](C)F)O[C@H](C)COCP(O)O)OCC.O=C1C=C(O)C(=O)C=C1O.O=C1C=C(O)C(=O)C=C1O.O=C1C=C(O)C(=O)C=C1O.O=C1C=C(O)C(=O)C=C1O" energy_ha=-4530.72547 spin_multiplicity=1 orbital_gap_ev=6.3
H 4.25 -2.94 2.48
C -3.31 -4.64 -2.77
C -5.24 -2.85 -3.61
C -9.31 -5.77 -1.49
H -4.49 -2.64 -0.94
H 9.27 2.95 -1.54
H 7.77 -1.28 -1.77
H 9.21 -2.53 -4.79
H 4.83 0.93 -1.99
C 8.41 -0.68 -2.39
C 8.54 10.65 4.44
H 1.38 -3.96 -1.06
P 3.66 -7.27 -0.26
C 7.54 12.66 3.49
H -9.91 -4.23 -3.53
H 3.41 -1.16 2.55
H 3.88 1.77 -3.44
O 7.30 14.02 3.48
H 3.14 5.79 -1.33
C 4.96 5.09 -0.35
C -3.66 -3.28 -3.61
H -5.40 -2.70 1.99
H 2.94 -3.11 0.36
H -1.09 -3.78 0.05
H -10.36 3.32 4.13
O 6.06 9.02 -0.35
C -8.19 -4.66 -2.03
C -1.53 -6.42 -0.90
O -7.44 6.55 5.11
H -8.20 -4.32 -4.32
C 0.99 -3.04 -1.69
C 4.08 6.12 -0.91
C 9.55 1.56 -2.80
C 2.30 -2.68 1.25
C 3.89 1.58 -2.27
C 10.09 1.09 -3.92
C -7.93 -3.64 -0.75
O 3.62 8.38 -1.43
H -2.51 -5.26 -3.37
H 2.67 -2.60 3.57
O 10.34 -0.75 -5.38
H -0.87 -2.29 -2.78
H -2.99 -2.36 -3.32
H -4.30 -5.31 -2.79
C 8.29 12.10 4.44
C 8.95 -1.14 -3.52
H -5.36 -1.97 -2.82
F -3.31 -3.58 -5.05
C 9.84 -0.29 -4.36
C 6.62 6.81 0.26
H 2.46 -7.02 -2.22
H -2.94 -8.20 -0.59
O 8.21 1.15 -0.90
O 7.06 4.55 0.81
H -0.57 -4.18 -2.93
O -2.77 -5.73 -0.50
H 3.98 2.63 -1.70
O 9.77 2.86 -2.38
C -1.97 -8.00 -1.21
O 8.21 8.48 3.34
C 7.95 9.84 3.35
H 1.57 -8.35 0.65
H -0.65 -5.68 1.14
C 5.75 7.84 -0.33
H 6.73 14.18 2.70
H 6.58 3.70 0.68
H 1.70 0.96 -2.68
C -7.61 -1.61 1.82
C -0.58 -3.28 -2.18
H 2.11 1.35 -0.80
H 1.64 -3.01 -2.69
C 6.25 5.52 0.25
C -6.88 4.34 5.72
O 9.22 10.11 5.31
H 3.77 -9.16 -1.55
C -1.64 -3.41 -0.94
O -9.88 5.91 4.03
O 0.98 -6.37 -0.14
H -9.87 -0.86 1.22
C 4.45 7.41 -0.91
H -1.09 -8.75 -0.99
C -2.90 -4.41 -1.20
O 2.73 -0.59 -1.49
H -1.05 -6.03 -1.89
O 4.66 3.90 -0.36
H -7.17 -5.20 -2.31
O 0.06 -0.35 -1.12
C -9.42 3.65 4.54
O 4.08 -8.96 -0.61
H -9.39 6.76 4.15
C -8.78 -3.90 -3.37
H -0.49 -7.59 0.81
H -9.38 -6.71 -2.19
H -10.35 -5.21 -1.38
P 1.27 -1.34 -0.83
C 8.68 0.70 -1.94
C 2.48 0.83 -1.80
H -10.17 -2.60 -1.04
H -6.26 -0.35 3.16
H 2.00 -6.80 1.71
H -6.92 1.23 6.14
H 10.72 1.70 -4.55
C 7.19 10.40 2.40
H -2.08 -2.34 -0.67
H -8.96 -6.07 -0.40
O 1.51 -1.49 0.89
O 3.32 -6.61 -1.88
C -6.41 -2.63 1.38
C 3.23 -2.34 2.56
H 7.55 7.13 0.69
H 1.52 -3.51 1.58
H -5.95 4.66 6.15
H -5.94 -3.77 -3.42
H 6.75 9.82 1.60
O -5.36 -4.60 -0.29
C -9.18 -2.60 -0.37
H -3.84 -3.44 0.64
C 1.92 -7.23 0.61
C -8.99 -1.59 0.93
O 6.22 12.38 1.56
C -0.41 -6.52 0.33
C -7.25 3.05 5.71
H 4.11 9.23 -1.31
C 6.92 11.84 2.41
C -8.54 2.62 5.11
H -2.28 -8.00 -2.36
C -7.75 5.37 5.13
H -8.66 -2.74 -3.33
H 8.77 8.32 4.13
H -5.44 -2.33 -4.67
O -8.84 1.43 5.10
C -7.39 -0.66 3.15
H -8.06 0.31 3.02
O 8.70 -2.43 -3.95
O -6.44 2.08 6.27
C -6.50 -3.69 0.08
H 8.74 12.68 5.23
H -7.63 -1.26 4.14
C -9.05 4.94 4.55
C -4.22 -3.69 -0.46

=====

(5)
8
Properties=species:S:1:pos:R:3 method="wB97M-V/def2-TZVPD" s2=2.008 e_above_lowest_kcal_mol=83.6 homo_ev="-8.09 / -10.43" energy_ha=-473.45632 spin_multiplicity=3 orbital_gap_ev="7.4 / 8.1"
H -2.35 0.59 0.47
C 2.52 0.03 -0.21
O 0.59 1.33 -0.37
O -1.07 -1.33 0.14
O -2.82 -0.07 0.02
N -2.26 -1.30 -0.02
N 1.63 0.79 -0.18
F 3.76 -0.03 0.16

=====

(6)
12
Properties=species:S:1:pos:R:3 method="wB97M-V/def2-TZVPD" e_above_lowest_kcal_mol=0.0 homo_ev=-4.24 energy_ha=-2917.42353 charge=-1 spin_multiplicity=1 orbital_gap_ev=7.7
H -2.38 -0.96 -0.88
C -0.22 -0.27 -1.14
C 1.00 1.46 0.16
H -0.97 0.21 1.48
H 0.08 -0.07 -2.18
H -0.45 -1.52 1.56
Br 2.10 -1.23 0.26
C -1.31 -0.73 -0.54
O 0.47 2.19 0.95
O 1.83 1.64 -0.67
C -0.66 -0.64 0.87
C 0.52 -0.08 0.11

=====

(7)
66
Properties=species:S:1:pos:R:3 method="wB97M-V/def2-TZVPD" e_above_lowest_kcal_mol=7.4 homo_ev=-7.93 smiles="C[C@@H]1C[C@H](C)CN(C(=O)Cn2c(SCC(=O)N3CCc4ccccc4C3)nc3ccccc32)C1" energy_ha=-1815.83152 spin_multiplicity=1 orbital_gap_ev=8.3
C 4.89 -2.36 0.61
C -2.17 1.42 -1.14
H 1.24 -0.08 -0.12
H -5.37 -0.45 2.99
O 3.20 3.31 1.31
C 2.90 -3.63 1.03
O -0.56 -0.34 -1.30
H -4.24 -2.86 1.47
C -3.51 -2.11 1.80
H 4.86 -4.49 0.86
H -1.64 -3.97 2.66
H -2.70 1.72 -0.23
C -5.36 -0.41 1.91
C 4.15 -1.18 0.58
H 1.09 -2.49 1.14
C 4.27 -3.58 0.84
C 2.78 -1.24 0.77
H 5.96 -2.32 0.46
H 5.23 0.52 1.28
C 1.61 3.97 -2.95
H -4.30 0.31 -0.52
H 3.46 0.82 -1.20
H 1.29 0.00 1.64
C -3.95 -0.66 -0.17
N 2.68 1.21 0.68
C 0.78 3.34 -2.02
H -1.40 -1.74 1.60
C 3.82 1.14 -0.22
H -0.31 3.47 -5.70
H 1.05 3.55 2.40
C -0.86 2.80 -3.75
C -0.02 3.42 -4.66
C 1.19 3.99 -4.26
H 2.54 4.40 -2.63
C -3.97 -0.72 1.37
H 1.81 4.47 -5.01
C 2.16 -2.46 0.99
C -2.14 -2.45 1.21
C -0.12 2.51 -0.29
C 1.14 2.50 2.13
H -0.75 -4.11 1.14
C 2.42 2.38 1.30
C 1.91 0.00 0.74
H -3.46 -2.16 2.89
H -2.44 -4.59 1.21
N -1.02 2.26 -1.29
H 5.66 0.01 -0.36
S -0.41 1.99 1.34
C -2.18 -2.29 -0.32
H -6.09 -1.12 1.53
H -1.80 2.36 -4.07
H 1.22 1.90 3.04
H -3.26 0.02 1.75
C 4.83 0.14 0.33
C -1.71 -0.04 -1.03
H -2.82 1.55 -2.01
H -1.20 -2.44 -0.75
N -2.63 -0.95 -0.65
H -4.63 -1.43 -0.56
N 0.94 3.16 -0.67
H -5.67 0.59 1.61
H 4.25 2.14 -0.29
C -1.71 -3.87 1.58
H -2.88 -3.01 -0.75
H 2.41 -4.58 1.20
C -0.45 2.77 -2.43

=====

(8)
13
Properties=species:S:1:pos:R:3 method="wB97M-V/def2-TZVPD" e_above_lowest_kcal_mol=134.8 homo_ev="-8.59 / -7.75" energy_ha=-654.67567 spin_multiplicity=1 orbital_gap_ev="9.3 / 7.6"
H 0.97 -2.47 -0.28
H -1.72 0.29 -0.82
Cl 3.13 -0.82 -0.52
H 1.16 2.12 0.31
H 2.83 2.38 -0.46
H -0.79 1.03 0.41
H -0.74 -3.00 0.14
H -2.22 -0.06 0.67
C -0.42 -0.95 0.12
C -0.08 -2.19 0.13
C -1.35 0.15 0.16
C 2.00 1.75 -0.09
C 2.09 0.44 -0.02